Computed, not measured: a molecular structure, C13H16CaN2O2 at a distorted geometry, with the ωB97M-V functional and the def2-TZVPD basis.

The energy above the lowest of the compared OMol25 structures with the same formula, charge and spin comes out at 1086.9 kJ/mol. The HOMO-LUMO gap is 4.05 eV. The HOMO energy comes out at -0.5113 hartree.

ORCA input file:
```
! RIJCOSX wB97M-V def2-TZVPD def2/J DEFGRID3
* xyz 2 1
O 1.31447 0.39547 3.09411
C 1.65633 0.60435 1.79231
C 0.92471 1.94333 1.10700
C -0.66986 1.82054 1.48638
C -1.69249 2.47150 0.37780
C -1.47996 2.16899 -1.21938
C -2.50229 0.91865 -1.50640
C -3.24290 0.47499 -0.08501
O -3.86560 -0.66305 0.23764
N -3.00872 1.74999 0.73701
N 2.65077 -0.28502 1.07932
C 1.99074 -1.30987 0.18346
C 2.54087 -2.88581 0.27976
C 1.94581 -4.10503 -0.67176
C 0.74604 -3.81662 -1.79899
C 0.18876 -2.24187 -1.87652
C 0.80738 -1.03369 -0.91708
H 1.15159 2.05106 -0.03748
H 1.36418 2.86380 1.72611
H -0.94014 0.68786 1.69330
H -0.86663 2.40293 2.50136
H -1.91959 3.62166 0.43295
H -1.90491 3.02568 -1.92294
H -0.39885 2.00174 -1.63486
H -2.01252 -0.04731 -1.95784
H -3.33702 1.16866 -2.31950
H -3.04991 1.35737 1.70549
H 3.34344 0.28839 0.53265
H 3.40299 -3.13878 1.02994
H 2.40338 -5.19178 -0.51815
H 0.32010 -4.68165 -2.49586
H -0.65005 -2.04220 -2.69157
H 0.36893 0.04074 -1.06828
Ca 4.42095 -0.61500 2.72503
*
```

natural (NBO) population analysis, charges in e, atoms 1 to 6: -0.549 0.684 -0.522 -0.433 -0.060 -0.452

***

Computed, not measured: a molecular structure, C13H16Cl2MnN2 at a distorted geometry, with the ωB97M-V functional and the def2-TZVPD basis.

The energy above the lowest of the compared OMol25 structures with the same formula, charge and spin comes out at 50.1 kJ/mol. The HOMO-LUMO gap (spin up / spin down) is 5.42 / 6.51 eV. The HOMO energy (spin up / spin down) comes out at -0.0925 / -0.1326 hartree.

ORCA input file:
```
! RIJCOSX wB97M-V def2-TZVPD def2/J DEFGRID3
* xyz -1 5
Mn 1.75092 -0.01176 -0.80845
Cl 0.03592 -1.35981 -0.33094
Cl 1.44385 1.87708 0.31979
C 3.29263 -0.71780 -0.25869
H 4.14349 0.03561 -0.31763
H 3.59579 -1.73713 -0.64911
C -0.55000 1.60793 -2.08132
C 0.54280 0.99217 -2.46098
H -0.44508 2.53008 -1.53367
C 0.47234 -0.24837 -3.31789
H 1.53046 1.43044 -2.31880
C -0.85690 -0.37153 -4.09481
H 1.29759 -0.32573 -4.04046
H 0.50555 -1.11947 -2.61369
C -2.03203 -0.19816 -3.13305
H -0.97540 0.36628 -4.90936
H -0.90376 -1.36311 -4.57010
C -1.90602 1.09605 -2.28312
H -2.97447 -0.16294 -3.69818
H -2.07377 -1.06048 -2.44671
H -2.67079 1.81045 -2.65039
H -2.20217 0.82364 -1.26271
N 2.64531 -0.40114 6.39504
C 1.76622 -0.36500 5.61692
C 0.69900 -0.32267 4.64912
C -0.65129 -0.37430 5.04786
C -1.65346 -0.34959 4.07928
C -1.25814 -0.32523 2.72719
N 0.01135 -0.22609 2.39352
C 0.99145 -0.21779 3.27298
H -0.89273 -0.43615 6.11173
H -2.70964 -0.35558 4.33739
H -1.98810 -0.38454 1.91759
H 2.01909 -0.13536 2.91163
*
```

natural (NBO) population analysis, charges in e, atoms 1 to 6: 1.032 -0.646 -0.642 -1.047 0.164 0.164

***

Computed, not measured: a molecular structure, C13H16ClFNO4 at a distorted geometry, with the ωB97M-V functional and the def2-TZVPD basis.

The HOMO-LUMO gap is 5.35 eV. The HOMO energy comes out at -0.1061 hartree.

ORCA input file:
```
! RIJCOSX wB97M-V def2-TZVPD def2/J DEFGRID3
* xyz -1 1
C 0.95826 0.53421 1.77028
C 0.27110 0.42766 0.33337
C 1.43492 0.77005 -0.69782
O 2.15990 -0.41482 -1.13196
C 3.33405 0.06672 -1.68059
O 3.51967 0.15019 -2.86707
N 4.44840 0.45441 -0.80474
C 5.18067 -0.82338 -0.52571
C 4.81345 -1.23467 0.94394
O 5.26548 -0.61579 1.84275
F 3.94665 -2.28371 1.13124
O -0.72209 1.42417 0.11055
C -1.88750 1.27190 0.93144
C -3.10451 0.57524 0.24997
C -3.85201 1.10614 -0.86526
C -5.01898 0.34324 -1.36502
C -5.46732 -0.92071 -0.76511
C -4.72209 -1.48940 0.34373
C -3.55219 -0.73557 0.83531
H 0.26395 -0.01070 2.47520
H 1.92533 -0.02338 1.78817
H 1.02554 1.60514 2.08104
H -0.12772 -0.60458 0.13480
H 1.07865 1.42726 -1.53849
H 2.17901 1.40619 -0.12697
H 5.03793 1.06728 -1.37192
H 4.83824 -1.63432 -1.23112
H 6.27865 -0.70786 -0.68691
H -2.22953 2.32059 1.18187
H -1.72278 0.76198 1.91256
H -3.56222 2.07828 -1.32831
H -5.64681 0.72772 -2.20891
H -6.36340 -1.48262 -1.11727
H -4.99931 -2.45224 0.83520
H -2.99228 -1.14748 1.70463
Cl -1.98909 -1.93715 -0.29285
*
```

natural (NBO) population analysis, charges in e, atoms 1 to 6: -0.659 0.049 -0.087 -0.518 0.909 -0.570

***

Computed, not measured: C13H16ClNO6S in the gas phase, with the ωB97M-V functional and the def2-TZVPD basis.

The energy above the lowest of the compared OMol25 structures with the same formula, charge and spin comes out at 0.0 kJ/mol. As for the SMILES: CC(C)C[C@@H](NS(=O)(=O)c1cc(C(=O)O)ccc1Cl)C(=O)O. The HOMO-LUMO gap is 9.30 eV. The HOMO energy comes out at -0.3652 hartree.

ORCA input file:
```
! RIJCOSX wB97M-V def2-TZVPD def2/J DEFGRID3
* xyz 0 1
C -3.39704 -0.93575 0.11472
C -1.93754 -0.61319 -0.20155
C -1.75402 0.89904 -0.31088
C -1.52333 -1.32746 -1.49282
C -0.02174 -1.32434 -1.76053
N 0.72064 -2.13132 -0.80670
S 2.10481 -1.53365 -0.16252
O 2.73791 -2.56146 0.59338
O 2.81175 -0.93503 -1.26393
C 1.59996 -0.19299 0.92960
C 1.89905 1.10815 0.58943
C 1.49024 2.15355 1.41522
C 1.81203 3.54603 1.00716
O 2.34402 3.84052 -0.03018
O 1.44220 4.45611 1.91568
C 0.78715 1.87273 2.58508
C 0.48907 0.56708 2.92597
C 0.89291 -0.46959 2.09195
Cl 0.51979 -2.09524 2.48234
C 0.29419 -1.84716 -3.18776
O -0.56224 -2.16744 -3.96161
O 1.58151 -1.90130 -3.47435
H -4.04067 -0.60367 -0.69621
H -3.53708 -2.00571 0.24698
H -3.70764 -0.43477 1.02831
H -1.31856 -0.98227 0.62351
H -2.05723 1.38206 0.61540
H -2.36531 1.29261 -1.11965
H -0.71735 1.16672 -0.50144
H -2.01413 -0.85890 -2.34706
H -1.85658 -2.36718 -1.46310
H 0.37952 -0.30431 -1.70730
H 0.19791 -2.80369 -0.27328
H 2.45475 1.31066 -0.31392
H 1.67327 5.34643 1.60595
H 0.47482 2.68477 3.22255
H -0.05746 0.34137 3.82749
H 2.16045 -1.57140 -2.74594
*
```

natural (NBO) population analysis, charges in e, atoms 1 to 6: -0.597 -0.222 -0.611 -0.397 -0.171 -0.879

***

Computed, not measured: C13H16ClNOS2 in the gas phase at a distorted geometry, with the ωB97M-V functional and the def2-TZVPD basis.

As for the SMILES: C=CCSc1cc(NC(=S)OC(C)C)ccc1Cl. The HOMO-LUMO gap is 8.78 eV. The HOMO energy comes out at -0.3143 hartree.

ORCA input file:
```
! RIJCOSX wB97M-V def2-TZVPD def2/J DEFGRID3
* xyz 0 1
C -1.91837 2.50217 -3.19767
C -2.40773 1.27996 -2.92607
C -1.80732 0.53900 -1.86475
S -3.11218 -0.21199 -0.80945
C -2.08935 -1.48977 -0.19024
C -1.24184 -1.13043 0.83812
C -0.31366 -2.02928 1.36276
N 0.62604 -1.77274 2.33913
C 1.46699 -0.70635 2.21191
S 2.64514 -0.65818 3.40206
O 1.43335 0.19605 1.09306
C 2.13206 1.44199 1.26732
C 3.47151 1.38957 0.58940
C 1.35591 2.65370 0.77374
C -0.53898 -3.35032 0.98448
C -1.30025 -3.72345 -0.11979
C -2.04805 -2.79363 -0.75135
Cl -3.02539 -3.32621 -2.10369
H -1.27100 3.03370 -2.58068
H -2.25674 2.99882 -4.01873
H -3.16675 0.86249 -3.52772
H -1.23726 1.23423 -1.22752
H -1.05815 -0.13357 -2.32561
H -1.28529 -0.10106 1.19363
H 0.91259 -2.53151 3.00082
H 2.32084 1.63066 2.31516
H 3.21741 1.39980 -0.45457
H 3.97226 0.48090 0.90219
H 4.23664 2.18456 0.87994
H 0.30170 2.34325 0.64903
H 1.64919 3.10240 -0.19066
H 1.30600 3.51941 1.50654
H 0.14753 -4.08199 1.42317
H -1.11684 -4.75217 -0.44398
*
```

natural (NBO) population analysis, charges in e, atoms 1 to 6: -0.369 -0.190 -0.548 0.248 -0.192 -0.214

***

Computed, not measured: a molecular structure, C13H16CoN5O6S2, with the ωB97M-V functional and the def2-TZVPD basis.

The energy above the lowest of the compared OMol25 structures with the same formula, charge and spin comes out at 98.1 kJ/mol. The HOMO-LUMO gap (spin up / spin down) is 7.67 / 7.63 eV. The HOMO energy (spin up / spin down) comes out at -0.3135 / -0.3135 hartree.

ORCA input file:
```
! RIJCOSX wB97M-V def2-TZVPD def2/J DEFGRID3
* xyz 0 1
Co -0.88688 -1.04116 1.51129
N -0.30090 -0.00033 3.02867
C -0.65297 1.43411 2.91420
C -1.61639 1.61006 1.75632
O -2.31158 2.60040 1.64018
N -1.56620 0.56292 0.89623
C -2.73295 0.34611 0.07013
C -3.47369 -0.85091 0.68847
O -4.59794 -1.16410 0.39803
O -2.71908 -1.52584 1.54393
H -0.67085 -0.44400 3.86325
H 0.71504 -0.08233 3.03816
H 0.25585 1.99057 2.69330
H -1.09005 1.81551 3.83358
H -2.46534 0.13377 -0.96656
H -3.37292 1.22768 0.08539
N 1.42655 3.29355 -4.25274
C 1.59836 2.51049 -3.13336
C 2.62602 1.56398 -3.07404
C 2.81741 0.80756 -1.93420
C 1.98800 0.98490 -0.83558
C 0.96698 1.92777 -0.87926
C 0.77180 2.68269 -2.01441
S 2.23074 0.00357 0.60329
O 3.39007 -0.81370 0.36557
O 2.16582 0.85026 1.76982
N 0.94487 -0.97258 0.74306
C 0.75895 -2.06284 -0.02744
S 1.68414 -2.79746 -1.27368
C 0.40715 -3.95965 -1.48208
C -0.60248 -3.73098 -0.61498
N -0.39522 -2.65788 0.21391
H 1.84601 2.97973 -5.11050
H 0.54460 3.76322 -4.36185
H 3.28035 1.42826 -3.92624
H 3.61517 0.07919 -1.88668
H 0.31739 2.06699 -0.02799
H -0.02113 3.41979 -2.04003
H 0.49064 -4.74749 -2.21042
H -1.51311 -4.30312 -0.53062
O -1.03052 -2.73399 3.16447
H -1.99177 -2.63054 3.04537
H -0.82995 -3.56415 2.71605
*
```

natural (NBO) population analysis, charges in e, atoms 1 to 6: 1.267 -0.719 -0.334 0.635 -0.619 -0.556

***

Computed, not measured: a molecular structure, C13H16CrN2O5 at a distorted geometry, with the ωB97M-V functional and the def2-TZVPD basis.

The HOMO-LUMO gap (spin up / spin down) is 2.99 / 5.90 eV. The HOMO energy (spin up / spin down) comes out at 0.0601 / -0.0469 hartree.

ORCA input file:
```
! RIJCOSX wB97M-V def2-TZVPD def2/J DEFGRID3
* xyz -2 5
Cr 1.04645 0.37647 -0.78975
C 1.75913 2.64763 1.49571
O 1.98652 1.58138 0.65363
H 0.68234 2.88793 1.50628
H 2.31355 3.51223 1.09705
H 2.03760 2.45599 2.54818
C -1.41230 -1.21354 -2.43158
O -0.11493 -0.82766 -2.18043
H -1.49668 -1.96948 -3.23045
H -1.81310 -1.74136 -1.54046
H -2.09875 -0.37190 -2.60939
C 2.98355 0.69634 -2.70093
O 3.03931 -0.35300 -1.89253
O 3.33614 0.27850 -3.88290
O 1.76590 1.14275 -2.58829
N 1.21545 -1.51530 0.58956
C 1.41666 -1.21392 1.85855
C 1.41835 -2.21255 2.84433
C 1.23455 -3.53412 2.50551
C 0.92032 -3.81321 1.16433
C 0.95875 -2.78314 0.25156
H 1.59720 -0.18886 2.16102
H 1.56946 -1.95495 3.88552
H 1.30398 -4.37024 3.18936
H 0.74879 -4.80548 0.76914
H 0.81927 -2.91701 -0.81597
N -0.93535 1.34874 -0.39279
C -1.72227 0.87092 0.60798
C -3.05220 1.16646 0.77954
C -3.64860 2.13180 -0.07671
C -2.79121 2.76318 -1.00284
C -1.46182 2.40894 -1.10049
H -1.35887 0.11977 1.30721
H -3.58556 0.84138 1.66644
H -4.70925 2.33089 0.01950
H -3.11457 3.48982 -1.74124
H -0.83783 2.73460 -1.92364
*
```

natural (NBO) population analysis, charges in e, atoms 1 to 6: 1.532 -0.206 -0.919 0.144 0.131 0.105

***

Computed, not measured: C13H16F9NO4 in the gas phase at a distorted geometry, with the ωB97M-V functional and the def2-TZVPD basis.

As for the SMILES: CC(=O)OCCCCOC(=O)NCCC(F)(F)C(F)(F)C(F)(F)C(F)(F)F. The HOMO-LUMO gap is 9.68 eV. The HOMO energy comes out at -0.3745 hartree.

ORCA input file:
```
! RIJCOSX wB97M-V def2-TZVPD def2/J DEFGRID3
* xyz 0 1
C 7.86191 -1.26003 0.67035
C 6.30847 -0.70278 0.90828
O 5.92578 -0.54019 2.18369
O 5.45725 -0.43072 -0.27291
C 4.03219 -0.65240 0.02323
C 3.16088 -0.29899 -1.35278
C 2.87138 1.34488 -1.45387
C 1.23423 1.67276 -1.40732
O 1.04116 2.65811 -0.32620
C -0.36483 3.09118 -0.23132
O -0.86921 3.87747 -1.22258
N -1.26047 2.71961 0.96345
C -1.40018 1.20833 0.86569
C -2.81958 0.63424 1.51412
C -3.74057 -0.03278 0.28783
F -2.93829 -1.06800 -0.40083
F -4.03209 1.12743 -0.63288
C -5.20309 -0.55369 0.84792
F -5.12527 -1.09980 2.25477
F -6.03692 0.69946 0.98891
C -6.02761 -1.51912 -0.18610
F -7.49215 -1.57442 0.17841
F -6.00441 -0.86820 -1.54860
C -5.42550 -3.02644 -0.38278
F -6.61590 -3.94611 -0.50094
F -4.48241 -3.48056 0.66258
F -4.72076 -3.13351 -1.71301
H 8.64703 -0.43511 1.02637
H 8.07039 -1.54817 -0.45803
H 8.05846 -2.22221 1.31655
H 3.89763 -1.76872 0.35381
H 3.63250 0.03163 0.88649
H 3.79179 -0.58450 -2.32434
H 2.15987 -0.90895 -1.26583
H 3.39070 1.83144 -2.39727
H 3.35245 1.81371 -0.49526
H 0.65251 0.67053 -1.23727
H 0.93019 2.08066 -2.46836
H -2.18364 3.20698 0.86873
H -0.45188 0.73209 1.39956
H -1.28934 0.94434 -0.28429
H -2.56237 -0.19700 2.31423
H -3.43028 1.50756 2.04778
*
```

natural (NBO) population analysis, charges in e, atoms 1 to 6: -0.726 0.790 -0.594 -0.545 -0.084 -0.431

***

Calculated E (a.u.), listed in the same order as above: -1441.48648, -2685.82081, -1420.69535, -1869.60183, -1891.44774, -3409.39577, -2035.01646, -1759.08377